1.
Here is a structure of composition C15H31NNiO3P2 at a distorted geometry from OMol25. Energies are from ωB97M-V with the def2-TZVPD basis set.

Geometry as XYZ:
```
53
Properties=species:S:1:pos:R:3:forces:R:3:mulliken_charge:R:1
P -0.21512 -2.07376 -1.65878 -1.394 3.588 -0.450 1.011
P -0.09640 1.49805 -1.86901 -0.769 1.242 0.201 1.287
C -0.72598 -0.95336 -2.96987 0.368 -0.715 -1.362 -0.865
C 0.17453 0.27562 -3.18691 0.173 0.740 -1.179 -1.148
H -1.76510 -0.65396 -2.74463 0.366 -0.199 -0.080 0.437
H -0.72069 -1.59709 -3.87307 -0.289 0.560 -0.012 0.627
H 1.25577 0.04876 -3.23305 -0.490 -0.110 -0.044 0.432
H -0.10966 0.76970 -4.13265 0.255 -0.562 -0.039 0.490
C -1.65840 2.36309 -2.36598 0.181 -0.189 -0.462 -1.548
H -1.94252 3.09918 -1.60503 0.202 -0.209 -0.045 0.422
H -2.49202 1.66867 -2.47486 -0.047 -0.010 -0.012 0.352
H -1.49920 2.89448 -3.31129 -0.211 -0.060 0.043 0.474
C 0.99705 2.98479 -2.06533 0.078 -0.271 -0.681 -1.342
H 0.64294 3.63167 -2.87912 0.245 -0.126 0.113 0.454
H 2.03277 2.68594 -2.25027 -0.055 0.107 0.022 0.351
H 0.97960 3.57000 -1.13488 -0.118 -0.275 -0.157 0.409
C -1.19186 -3.59269 -1.82630 0.100 -0.014 -0.594 -1.148
H -1.10140 -4.26966 -0.95040 -0.239 0.002 -0.407 0.362
H -0.80433 -4.06518 -2.72526 -0.144 -0.491 -0.074 0.454
H -2.23386 -3.31983 -1.99024 -0.026 -0.100 0.245 0.412
C 1.51763 -2.55385 -1.82703 -0.310 0.318 -0.751 -1.429
H 2.13803 -1.65958 -1.80862 0.131 -0.212 0.231 0.439
H 1.49491 -2.97517 -2.82879 0.638 -0.439 -0.086 0.564
H 1.84868 -3.31632 -1.07861 0.392 0.127 -0.321 0.267
Ni 0.33673 -3.19753 -0.00808 0.328 -1.925 2.918 -0.258
C 0.70472 1.63642 2.49212 0.420 1.334 1.404 -0.375
C -0.59556 1.63680 2.20684 -0.717 0.472 0.450 -0.599
C -1.35156 1.39184 0.92485 -0.347 -0.120 -0.048 0.012
C -1.68265 -0.05371 0.58527 -0.407 0.240 -1.683 -1.258
C -0.45592 -0.74050 0.02783 0.728 -2.259 1.345 -0.144
C 0.88622 -0.36535 0.33077 -1.208 -2.424 -0.297 -0.848
C 1.70987 0.79954 0.40377 1.179 0.618 -0.186 -0.297
C 1.87338 0.92444 1.94122 0.763 0.140 -0.532 -0.925
C 0.29424 -2.84691 1.97750 0.568 -1.384 -0.229 -1.149
H 0.98868 2.29499 3.33479 -0.565 -1.143 0.215 0.403
H -1.23520 1.96180 3.05320 0.573 0.304 -0.628 0.296
H -0.80805 1.80989 0.04447 -0.538 -0.260 1.229 -0.822
H -2.31563 1.90394 0.95556 0.123 0.269 0.271 0.624
H -2.01226 -0.65991 1.44415 0.101 0.463 -0.134 0.438
H -2.46671 -0.13864 -0.18805 -0.175 0.334 0.351 0.386
H -0.66879 -1.77981 0.42325 0.480 1.513 0.819 1.102
H 1.43631 -1.21303 0.74676 0.043 0.065 -0.431 0.650
H 1.32265 1.73591 -0.03535 0.494 -0.717 0.667 -0.127
H 2.66583 0.49942 -0.11097 -0.402 0.632 0.511 0.411
H 1.91441 -0.04693 2.47688 -0.059 0.232 -0.559 0.219
H 2.84764 1.35749 2.18235 -0.270 0.513 0.050 0.505
H 1.13965 -2.30773 2.37226 0.436 -0.043 0.182 0.257
H 0.19602 -3.79049 2.54041 -0.042 0.397 -0.101 0.430
H -0.55189 -2.20640 2.15763 -0.499 -0.029 0.382 0.307
O -0.68557 0.66837 5.66676 0.540 0.950 0.150 -0.620
N -0.16909 1.72950 6.12886 -0.259 0.072 0.527 0.913
O -0.11080 1.91201 7.37340 0.025 -0.234 -1.276 -0.663
O 0.26796 2.62507 5.34154 -0.349 -0.715 0.535 -0.633
```
Forces are in eV/Å.

## Properties
Multiplicity ... 3
HOMO level (alpha / beta) ... -0.227 / -0.227 hartree
Max |F| ... 0.07537 Eh/bohr
Frontier orbital gap (alpha / beta) ... 5.222 / 4.679 eV
M ... 394.1 g/mol
ΔE to the lowest compared entry with this formula, charge and spin ... 205.5 kJ/mol
Energy ... -3061.0686 Ha

2.
Here is a structure of composition C15H31NO3P2V at a distorted geometry from OMol25. Energies are from ωB97M-V with the def2-TZVPD basis set.

Geometry as XYZ:
```
53
Properties=species:S:1:pos:R:3:forces:R:3:mulliken_charge:R:1
P -2.89185 0.94284 -0.35490 0.056 -1.887 0.993 1.023
P -0.29187 -2.12898 1.60613 -0.173 -1.088 -1.030 0.504
C -3.04779 -0.74900 0.43972 -0.335 1.728 0.630 1.412
C -1.86338 -1.08839 1.41355 1.052 1.627 0.140 -1.664
H -3.64924 -1.23752 -0.48853 0.486 1.316 0.678 -0.687
H -3.87680 -0.54586 1.16464 0.623 -0.177 -0.952 0.074
H -1.35934 -0.09830 1.54725 -0.245 -0.466 0.158 0.196
H -2.25856 -1.35595 2.36395 -1.070 0.185 0.683 0.624
C -0.65225 -3.75686 0.68204 0.749 -0.287 -0.782 -1.359
H 0.40147 -3.97389 0.45932 -0.300 -0.596 -0.154 0.380
H -1.22677 -4.08707 -0.26764 1.107 1.257 1.324 0.417
H -0.98087 -4.36049 1.51969 -0.144 -0.734 -0.581 0.527
C -0.52270 -2.93615 3.24285 -1.325 -0.373 0.346 -1.272
H -1.16531 -3.82403 3.14804 0.051 0.205 0.568 0.400
H -0.99644 -2.23873 3.93306 0.046 0.080 0.239 0.353
H 0.42916 -3.24492 3.67553 0.085 0.163 -0.248 0.344
C -4.02405 1.06709 -1.76515 -0.185 0.380 -0.639 -1.228
H -4.10943 2.11777 -2.11207 0.221 -0.482 0.274 0.455
H -5.04415 0.76079 -1.46708 0.552 -0.039 0.039 0.394
H -3.71071 0.46180 -2.64061 -0.015 0.223 0.657 0.379
C -3.58350 1.88658 0.97954 0.089 0.903 0.079 -1.388
H -3.05815 1.64069 1.91527 -0.094 0.149 -0.382 0.387
H -4.64346 1.63888 1.08597 0.149 0.050 -0.056 0.404
H -3.46718 2.93840 0.72678 -0.139 0.254 0.381 0.501
V -3.06494 -2.71513 -0.32864 2.752 0.619 -1.243 0.117
C -4.05690 -3.69917 1.59337 0.898 0.637 -0.990 -0.057
C -3.77723 -4.22420 0.31144 -2.128 -3.528 1.666 -0.926
C -4.85405 -4.64209 -0.63865 0.458 -0.976 0.003 -1.191
C -5.92771 -3.60330 -0.91507 -0.439 -0.486 -0.412 -1.125
C -5.48368 -2.19203 -0.67595 -0.085 0.618 0.035 -0.624
C -5.72146 -1.51790 0.48553 -1.340 0.553 -1.095 -0.223
C -6.12599 -2.12440 1.76235 0.078 -0.281 0.540 -0.948
C -5.45018 -3.49938 2.06111 -0.985 -0.133 0.897 -1.304
C -1.20462 1.36378 -0.71078 0.815 0.627 -1.097 -1.080
H -3.25274 -3.73141 2.30789 0.022 -0.048 0.400 0.428
H -2.84455 -4.77651 0.14283 -0.078 -0.457 0.250 1.196
H -5.26567 -5.57506 -0.24492 -0.320 -0.203 -0.352 0.392
H -4.29116 -4.90006 -1.54035 -0.464 -0.145 -0.395 0.314
H -6.22676 -3.69206 -1.96216 0.026 0.036 -0.069 0.436
H -6.84789 -3.85983 -0.36685 0.354 0.373 0.092 0.328
H -5.14465 -1.60887 -1.54285 -0.851 -0.235 0.011 0.624
H -5.78827 -0.42225 0.44659 0.383 -0.261 0.025 0.791
H -7.21661 -2.24001 1.77901 -0.008 -0.093 0.205 0.384
H -5.88183 -1.42168 2.57083 -0.050 -0.073 -0.025 0.348
H -5.49153 -3.64498 3.15311 0.098 0.176 -0.222 0.426
H -6.14038 -4.28456 1.70794 0.387 0.100 -0.220 0.324
H -0.57003 1.51499 0.16823 -0.350 -0.247 0.075 0.430
H -1.13952 2.28435 -1.31340 -0.252 -0.118 0.239 0.447
H -0.70250 0.58881 -1.32680 -0.400 -0.096 0.408 0.237
O 2.57130 -0.65599 -1.30860 -1.205 -0.413 0.297 -0.643
N 1.45317 -0.85212 -0.83114 -1.088 0.486 2.021 0.845
O 1.18969 -0.59991 0.44638 1.379 0.644 -3.697 -0.534
O 0.46167 -1.31464 -1.50706 1.151 0.530 0.290 -0.591
```
Forces are in eV/Å.

## Properties
Multiplicity ... 4
HOMO level (alpha / beta) ... -0.205 / -0.217 hartree
Max |F| ... 0.08643 Eh/bohr
Frontier orbital gap (alpha / beta) ... 5.448 / 5.567 eV
M ... 386.3 g/mol
Energy ... -2496.7789 Ha

3.
Here is an isolated molecule of C15H32BNO at a distorted geometry from OMol25. Energies are from ωB97M-V with the def2-TZVPD basis set.

Geometry as XYZ:
```
50
Properties=species:S:1:pos:R:3:forces:R:3:mulliken_charge:R:1
C -2.44635 4.63530 -1.60276 -0.008 -0.182 -0.445 -1.186
C -2.72575 3.23881 -2.19518 -0.078 0.472 0.286 -0.405
C -3.42515 2.28054 -1.21943 0.175 -0.263 -1.000 -0.746
C -3.05641 0.81615 -1.48397 0.116 0.196 0.583 -0.969
C -3.26898 -0.08556 -0.25201 0.646 -0.047 -0.654 -1.074
C -1.94088 -0.26517 0.50169 -0.876 0.197 0.370 -0.102
C -2.15598 -0.74890 1.94498 -0.049 -0.123 -0.374 -0.828
C -1.05955 -1.64358 2.54657 -0.007 0.246 0.001 -1.288
C 0.36396 -1.40633 2.05048 -0.154 -0.039 -0.100 0.339
C 0.86117 0.01035 2.31663 0.434 -0.186 0.317 -0.293
C 2.40037 0.19003 2.36824 -0.260 0.030 -0.276 -0.986
C 3.21724 -0.89222 1.65875 -0.090 0.032 -0.088 -0.602
B 3.10629 -0.83300 0.09907 0.657 -0.001 0.158 0.198
N 3.45481 -1.93048 -0.77007 -1.875 0.046 -0.440 0.021
C 2.90455 -3.25117 -0.34276 0.670 -0.042 -0.063 -0.905
C 2.96290 -1.61024 -2.09709 -1.400 -0.405 -0.610 0.557
C 3.96533 -0.90954 -2.97827 -0.384 0.368 0.593 -1.110
O 1.82771 -1.90036 -2.47691 2.154 0.225 0.737 -0.556
H -2.68150 5.40329 -2.33583 -0.005 0.174 0.013 0.323
H -1.39419 4.75185 -1.35893 0.080 0.009 0.234 0.275
H -3.04181 4.82837 -0.71545 -0.071 0.027 0.125 0.354
H -1.78955 2.81202 -2.54768 0.113 -0.126 0.006 0.372
H -3.34706 3.37233 -3.07834 -0.069 -0.166 -0.135 0.340
H -3.20232 2.55689 -0.19156 0.031 -0.015 0.180 0.445
H -4.49303 2.38020 -1.40767 -0.226 0.128 0.514 0.286
H -3.58509 0.44113 -2.35695 -0.136 0.002 -0.089 0.516
H -1.99439 0.78522 -1.72870 0.120 -0.120 -0.150 0.417
H -4.01946 0.33995 0.40968 -0.252 -0.063 0.037 0.480
H -3.58005 -1.06492 -0.61142 -0.357 -0.138 0.295 0.413
H -1.47855 0.71972 0.53492 0.434 -0.037 -0.144 0.195
H -1.33916 -0.95666 -0.08027 0.312 0.046 -0.033 0.260
H -3.09424 -1.30460 1.95799 -0.076 -0.115 0.126 0.448
H -2.33937 0.12767 2.56440 0.093 0.094 0.131 0.299
H -1.04093 -1.49444 3.62724 -0.109 -0.069 0.137 0.361
H -1.33178 -2.68611 2.39003 0.060 -0.139 -0.102 0.369
H 0.42804 -1.62325 0.98254 0.028 -0.040 -0.126 -0.357
H 0.99871 -2.14751 2.53372 0.120 0.013 0.155 0.527
H 0.46221 0.32313 3.28203 -0.125 0.164 0.035 0.398
H 0.46218 0.68708 1.56807 -0.185 0.050 -0.087 0.107
H 2.62343 1.12832 1.86125 0.123 0.175 0.108 0.316
H 2.72779 0.31892 3.39715 0.033 -0.160 0.151 0.361
H 4.27536 -0.69160 1.86757 0.145 -0.003 -0.084 0.383
H 3.04177 -1.88866 2.05904 -0.025 -0.081 0.116 0.273
H 2.76258 0.20148 -0.40311 0.260 0.041 -0.126 -0.111
H 2.98307 -3.93754 -1.17960 -0.087 -0.082 -0.075 0.330
H 1.86703 -3.19227 -0.03467 -0.139 -0.012 0.015 0.284
H 3.50657 -3.66066 0.46088 0.067 0.117 0.177 0.339
H 3.44100 -0.24543 -3.65455 -0.014 -0.081 -0.284 0.329
H 4.64313 -0.32690 -2.36081 0.151 -0.003 0.005 0.300
H 4.54429 -1.65165 -3.51893 0.033 -0.115 -0.117 0.306
```
Forces are in eV/Å.

## Properties
Multiplicity ... 1
HOMO level ... -0.363 hartree
Max |F| ... 0.04449 Eh/bohr
Frontier orbital gap ... 10.585 eV
M ... 253.2 g/mol
ΔE to the lowest compared entry with this formula, charge and spin ... 0.0 kJ/mol
Energy ... -745.5859 Ha